# 1
C12H37BN3O3Pb | ωB97M-V/def2-TZVPD

Last column: Löwdin charge in e.
Atoms and positions in Å:
Pb: 0.146327 0.027368 -0.135712  1.534
B: 1.933578 0.297475 -2.297339  -0.454
H: 1.474773 -0.733170 -2.035516  -0.087
H: 1.738517 0.544969 -3.408929  -0.028
H: 1.528999 1.147315 -1.611291  -0.092
H: 3.083648 0.225463 -2.187644  -0.039
C: -0.514727 -4.483890 -0.877867  -0.052
C: -0.171090 -2.998106 -0.918690  -0.436
C: -1.007934 -2.409693 -2.065176  -0.191
O: -0.956827 -0.974103 -2.142806  -0.358
C: -1.810370 -0.577354 -3.209046  -0.065
N: -0.585839 -2.382227 0.365895  -0.043
H: -1.570691 -4.696100 -0.722359  0.092
H: 0.014073 -4.967910 -0.048097  0.086
H: -0.028872 -4.986221 -1.717890  0.096
H: 0.864569 -2.762953 -1.174659  0.129
H: -2.049273 -2.701101 -1.873227  0.134
H: -0.683261 -2.864429 -3.001872  0.144
H: -1.629965 0.421360 -3.595824  0.098
H: -2.864674 -0.657528 -2.915412  0.099
H: -1.706712 -1.301981 -4.020424  0.097
H: -0.015458 -2.833983 1.079939  0.085
H: -1.493702 -2.835153 0.486782  0.097
C: 3.873885 -0.879385 2.620206  -0.054
C: 2.540145 -0.355379 2.039689  -0.399
C: 2.647035 1.160927 1.784271  -0.173
O: 1.416316 1.710952 1.301708  -0.355
C: 1.353846 3.128473 1.263451  -0.064
N: 2.347639 -1.121187 0.747241  -0.007
H: 3.973610 -0.512857 3.646830  0.088
H: 4.722486 -0.495568 2.054201  0.094
H: 3.835761 -1.963386 2.701070  0.084
H: 1.790855 -0.544928 2.813217  0.141
H: 3.333141 1.251031 0.930626  0.143
H: 3.114555 1.674833 2.624472  0.139
H: 1.853248 3.581334 2.123300  0.101
H: 0.334592 3.508015 1.280206  0.076
H: 1.861662 3.393679 0.329742  0.109
H: 2.355565 -2.064942 1.129490  0.080
H: 3.277759 -0.999894 0.348024  0.098
C: -3.820253 1.479421 1.928320  -0.047
C: -2.675532 1.118963 0.971648  -0.405
C: -2.212366 2.365668 0.176305  -0.178
O: -1.311725 1.962754 -0.853586  -0.364
C: -0.939351 3.004908 -1.794492  -0.028
N: -1.537670 0.547131 1.736955  -0.057
H: -4.618098 2.033320 1.430516  0.086
H: -3.527797 2.064937 2.798976  0.088
H: -4.250178 0.524426 2.235682  0.085
H: -2.997004 0.318176 0.302904  0.141
H: -1.777916 3.124689 0.831104  0.127
H: -3.126479 2.725698 -0.303208  0.136
H: -0.375489 2.595209 -2.629604  0.094
H: -0.208571 3.547953 -1.189670  0.086
H: -1.790612 3.583997 -2.145385  0.102
H: -1.224026 1.206940 2.450467  0.094
H: -1.934127 -0.173957 2.342485  0.093

Forces on the atoms, in the same order (eV/Å):
1.00 0.06 -0.93
0.72 -0.14 -0.56
-0.59 -1.45 0.42
-0.66 0.38 -1.30
-0.56 1.44 0.98
1.46 -0.03 0.52
1.98 -0.46 0.25
-0.92 0.17 -0.87
-0.16 0.22 0.84
-0.53 -0.92 -0.53
-0.77 -0.45 -0.43
-0.12 -1.17 -0.19
-0.08 0.08 -0.49
-0.12 0.24 0.23
-0.79 -0.10 -0.35
0.14 -0.28 0.48
-0.11 0.00 -0.21
0.04 0.13 -0.09
0.45 0.02 0.38
0.06 0.16 0.23
0.22 0.26 -0.20
0.00 0.20 0.11
-0.20 0.56 0.45
-0.70 1.05 0.97
1.13 0.29 0.16
0.52 -0.82 -1.57
-0.47 -0.29 1.79
0.95 0.15 -0.47
-0.01 0.58 1.93
0.19 0.00 -0.05
0.08 -0.36 -0.13
0.27 -0.05 -0.27
-0.49 -0.20 -0.52
0.35 0.13 0.17
-0.55 0.20 0.22
0.16 -0.12 -0.06
-0.15 -0.43 -0.19
-0.12 0.62 0.19
-0.10 -0.30 -0.66
-0.31 -0.18 -0.85
-0.39 -0.38 -0.66
0.63 1.11 0.83
-0.79 -1.23 -0.59
-0.62 -0.02 -0.53
0.88 -0.20 1.28
-0.81 0.05 1.22
0.02 -0.04 -0.09
0.29 -0.10 -0.02
-0.12 0.18 0.38
-0.08 0.27 -0.31
-0.03 0.08 0.02
0.11 0.47 0.08
-0.25 -0.46 0.07
-0.21 0.94 -0.60
-0.06 0.04 0.21
0.11 0.34 -0.38
0.12 -0.29 -0.34

Computed properties:
orbital gap = 8.42 eV
strongest force on any atom = 2.1 eV/A
net charge = +1

***

# 2
C12H37N3O5 | ωB97M-V/def2-TZVPD

Last column: Löwdin charge in e.
Atoms and positions in Å:
O: -2.430584 -2.306396 3.073210  -0.069
H: -2.623161 -3.241900 2.975462  0.029
H: -1.542991 -2.187574 2.711904  -0.007
O: -0.118903 -1.147103 1.647006  -0.071
H: -0.506767 -0.854831 0.805177  0.002
H: 0.645606 -0.573063 1.742239  -0.006
C: 2.595292 0.560578 2.933835  -0.075
C: 4.021533 1.023843 3.236764  -0.428
C: 4.919263 -0.179597 3.505311  -0.233
O: 6.134411 0.276081 4.045338  -0.184
C: 7.023384 -0.762328 4.341947  -0.125
N: 4.493693 1.815237 2.088424  0.037
H: 2.580481 -0.124592 2.080269  0.073
H: 1.988837 1.444628 2.755236  0.079
H: 2.196093 -0.021145 3.768815  0.085
H: 4.002946 1.648638 4.129076  0.142
H: 5.077677 -0.737456 2.570855  0.130
H: 4.421311 -0.850520 4.223484  0.128
H: 7.905883 -0.324257 4.806562  0.088
H: 7.370837 -1.284995 3.437438  0.089
H: 6.582874 -1.511497 5.010186  0.088
H: 5.385895 2.238517 2.325617  0.069
H: 4.708737 1.158791 1.341625  0.070
C: -0.943251 2.501340 0.556741  -0.063
C: -1.489327 1.654191 -0.570759  -0.420
C: -1.670796 2.518768 -1.810090  -0.216
O: -2.166367 1.774826 -2.896391  -0.213
C: -2.415703 2.583843 -4.023386  -0.106
N: -0.620106 0.482041 -0.765502  0.053
H: -1.464846 3.455094 0.658763  0.079
H: 0.126310 2.687693 0.440915  0.082
H: -1.066706 1.985964 1.512141  0.079
H: -2.463976 1.232256 -0.305207  0.142
H: -0.678585 2.914880 -2.086060  0.135
H: -2.322854 3.357948 -1.539166  0.131
H: -2.563506 1.935172 -4.883642  0.084
H: -1.625126 3.321686 -4.193561  0.088
H: -3.348988 3.156176 -3.901010  0.093
H: 0.206768 0.752493 -1.297661  0.095
H: -1.101437 -0.150987 -1.400283  0.037
C: -1.440122 -1.572538 -3.944845  -0.058
C: -2.915165 -1.898910 -3.751532  -0.421
C: -3.175184 -2.503054 -2.372197  -0.217
O: -2.933212 -1.521273 -1.393176  -0.216
C: -3.357176 -1.928790 -0.105260  -0.098
N: -3.701415 -0.686823 -3.971413  0.055
H: -1.308826 -1.049270 -4.897050  0.081
H: -0.831810 -2.473543 -4.045114  0.080
H: -1.040998 -0.921397 -3.174532  0.049
H: -3.153440 -2.662449 -4.497760  0.134
H: -2.570397 -3.403845 -2.197334  0.129
H: -4.236985 -2.800350 -2.309871  0.124
H: -2.994519 -1.180788 0.593343  0.073
H: -3.074682 -2.937741 0.202373  0.088
H: -4.458880 -1.905078 -0.083909  0.095
H: -4.673378 -0.837693 -3.727219  0.073
H: -3.357663 0.061099 -3.376126  0.043

Forces on the atoms, in the same order (eV/Å):
-0.14 -0.08 0.05
0.02 -0.05 0.04
0.18 0.23 -0.08
-0.15 -0.31 0.05
0.15 0.27 -0.07
-0.02 0.02 0.09
0.33 -0.24 0.46
-0.13 -0.48 -0.73
-0.43 0.16 0.47
0.00 0.16 -0.11
0.49 -0.29 -0.17
0.21 0.01 0.34
0.09 0.26 -0.20
-0.21 -0.14 -0.14
-0.11 0.21 0.06
0.10 0.11 -0.02
0.05 -0.02 -0.01
0.10 -0.05 -0.05
-0.10 0.01 0.12
-0.18 0.05 0.00
-0.04 0.09 0.06
-0.03 0.03 0.01
-0.11 0.12 -0.10
-0.09 0.01 0.67
-0.08 -0.38 -0.18
0.53 -0.12 0.22
-0.02 -0.03 0.12
-0.64 0.31 -0.09
-0.09 -0.02 -0.64
0.05 0.03 -0.14
-0.02 0.09 -0.17
0.05 -0.08 -0.09
-0.04 0.19 0.07
-0.10 0.20 0.03
-0.10 0.03 -0.24
0.23 -0.04 -0.01
0.20 -0.24 -0.08
0.10 -0.06 0.13
0.09 0.13 0.29
-0.18 -0.09 0.20
0.17 0.03 -0.76
0.39 0.17 0.38
-0.51 -0.04 -0.22
0.56 -0.44 0.22
-0.90 0.62 -0.14
-0.06 -0.13 -0.31
-0.13 0.07 0.09
-0.04 -0.05 0.37
0.01 -0.05 0.13
-0.33 0.10 0.00
0.08 0.07 0.02
0.10 -0.06 -0.05
0.10 -0.19 0.20
0.49 0.04 -0.22
0.10 -0.01 0.12
0.00 -0.03 -0.02
0.03 -0.12 0.06

Computed properties:
orbital gap = 9.91 eV
strongest force on any atom = 1.1 eV/A
SMILES string = COC[C@H](C)N.COC[C@H](C)N.COC[C@H](C)N.O.O